Entry 1:
Formula: C36H84O28P4S6
Source: OMol25
Level of theory: ωB97M-V/def2-TZVPD

```
158
Properties=species:S:1:pos:R:3:forces:R:3:mulliken_charge:R:1
C -3.908 -1.496 0.673 0.7 -0.8 -0.1 -0.54
O -5.038 -0.961 1.351 -1.2 -0.3 0.1 -0.14
P -6.456 -1.690 1.131 0.1 -0.2 0.0 0.90
O -6.531 -3.072 1.643 0.2 0.8 -0.4 -0.71
O -7.530 -0.691 1.793 0.4 -0.5 -0.3 -0.34
C -7.804 -0.863 3.190 -0.3 -0.1 0.5 -0.75
O -6.694 -1.520 -0.447 -0.1 0.5 0.6 -0.24
C -7.878 -0.892 -0.945 -1.5 -0.7 0.1 -0.67
H -4.056 -2.499 0.263 -0.5 0.1 -0.2 0.37
H -3.101 -1.681 1.382 -0.1 0.5 0.1 0.06
H -3.605 -0.820 -0.125 0.0 0.0 0.1 0.31
H -8.834 -0.658 3.487 -0.1 0.5 -0.9 0.26
H -7.176 -0.152 3.723 0.2 -0.4 0.3 0.21
H -7.710 -1.910 3.478 0.7 0.1 0.0 0.36
H -8.679 -1.636 -1.019 0.2 -0.2 0.0 0.31
H -7.781 -0.497 -1.953 0.7 0.1 0.2 0.27
H -8.298 -0.169 -0.251 0.5 0.4 -0.1 0.30
C -4.293 -5.336 -6.709 1.0 -0.4 0.3 -0.69
O -4.089 -4.165 -5.923 -0.3 1.3 0.5 -0.20
P -2.868 -3.156 -6.118 0.7 -1.3 -0.3 0.97
O -1.559 -3.845 -6.145 -0.8 0.9 -0.5 -0.68
O -3.048 -2.117 -4.944 0.2 -0.6 0.1 -0.21
C -1.991 -1.164 -4.707 -0.4 1.0 0.5 -0.51
O -3.240 -2.295 -7.427 0.4 -0.5 0.6 -0.34
C -4.601 -2.013 -7.669 -1.1 1.4 -1.2 -0.75
H -4.726 -5.124 -7.685 -0.1 0.2 0.1 0.25
H -4.918 -6.003 -6.121 -0.2 0.1 -0.1 0.23
H -3.318 -5.816 -6.819 -0.1 -0.1 -0.3 0.32
H -1.536 -1.283 -3.724 -0.3 -0.5 0.1 -0.06
H -2.533 -0.219 -4.695 0.4 0.2 0.0 0.39
H -1.166 -1.107 -5.416 -0.3 -0.5 -0.4 0.42
H -4.754 -1.010 -8.087 0.9 0.1 -0.1 0.31
H -5.278 -1.927 -6.818 0.3 -0.9 0.3 0.32
H -4.963 -2.638 -8.487 -0.2 -0.5 0.5 0.29
C 3.502 0.137 2.098 -0.2 0.0 -0.8 -0.42
O 2.548 -0.387 3.041 0.6 -1.2 0.8 0.96
P 3.112 -1.444 4.100 -1.1 0.4 1.7 0.56
O 3.648 -2.722 3.626 0.3 0.4 -0.2 -0.76
O 1.793 -1.659 5.014 0.0 0.7 -1.0 -0.17
C 1.505 -2.850 5.738 0.3 0.4 -0.2 -0.73
O 4.050 -0.610 5.090 0.5 -1.3 -0.9 -0.42
C 3.789 0.739 5.468 -0.3 -0.3 0.3 0.21
H 3.166 -0.171 1.106 0.1 0.1 0.4 -0.05
H 4.529 -0.225 2.162 0.0 -0.1 0.7 0.57
H 3.447 1.220 2.194 0.3 -0.3 -0.2 -0.21
H 1.779 -3.725 5.150 0.0 -0.1 0.1 0.22
H 0.434 -2.829 5.931 0.0 -0.1 0.1 0.20
H 2.060 -2.806 6.676 -0.1 -0.3 0.0 0.28
H 2.815 1.035 5.073 0.4 -0.4 0.6 -0.67
H 4.517 1.433 5.047 0.1 -1.2 0.6 0.48
H 3.792 0.790 6.554 0.0 -0.1 0.1 0.31
C 5.535 -3.870 -3.976 0.5 -0.1 -0.6 -0.45
O 4.797 -4.391 -2.883 -1.9 -0.6 0.1 -0.41
P 3.335 -3.799 -2.575 0.7 0.2 0.4 0.94
O 3.453 -2.454 -1.982 -0.8 -0.4 -0.1 -0.70
O 2.521 -3.900 -3.952 1.0 -0.8 0.6 -0.34
C 1.371 -3.128 -4.164 -1.6 2.5 0.1 -0.07
O 2.669 -4.877 -1.595 0.7 0.6 -0.7 0.04
C 2.670 -6.246 -2.040 -0.3 -0.1 -0.2 -0.92
H 6.520 -3.658 -3.558 -0.1 0.5 -0.4 0.24
H 5.031 -3.029 -4.454 0.3 0.3 0.3 0.13
H 5.659 -4.618 -4.767 -0.1 -0.2 0.3 0.26
H 0.431 -3.618 -4.424 0.6 -0.9 -0.2 0.33
H 1.550 -2.334 -4.892 0.3 -0.5 -0.4 0.20
H 1.084 -2.499 -3.309 0.4 -0.4 0.4 -0.20
H 1.655 -6.638 -2.082 -0.1 0.3 0.4 0.24
H 3.266 -6.815 -1.330 0.1 -0.1 -0.2 0.27
H 3.040 -6.322 -3.062 0.3 -0.1 0.2 0.43
C 2.296 5.677 3.252 -0.4 0.0 -0.1 -0.78
C 1.432 5.532 4.521 0.3 -0.1 0.4 -0.05
C 2.079 4.398 5.322 1.4 -0.7 -0.6 -1.28
S 2.620 3.154 4.022 -1.2 1.5 -0.5 1.04
O 1.623 2.094 3.987 0.2 0.6 -0.2 -0.34
O 4.033 2.827 4.123 -1.0 1.9 -0.9 -0.82
C 2.284 4.305 2.621 -0.3 -0.9 -0.4 -0.13
H 3.299 6.011 3.521 0.1 -0.1 0.0 0.40
H 1.899 6.425 2.565 -0.1 0.0 0.0 0.08
H 0.387 5.276 4.337 0.0 0.2 -0.3 -0.09
H 1.462 6.474 5.067 -0.1 -0.1 0.2 0.51
H 1.547 3.823 6.075 -0.5 0.2 -0.2 0.46
H 3.023 4.706 5.775 0.0 0.2 0.0 0.43
H 1.284 4.072 2.237 -0.3 -0.1 0.6 -0.32
H 2.856 4.059 1.725 0.9 0.2 0.5 0.75
C -0.170 7.482 0.291 1.4 0.7 0.6 -0.74
C 0.446 6.947 -1.015 -0.4 0.1 -1.4 -0.82
C 0.231 5.441 -1.155 -0.7 -0.2 0.7 -0.41
S -1.341 5.151 -0.254 0.5 0.8 1.1 0.75
O -1.420 3.861 0.399 0.1 0.2 -0.4 -0.39
O -2.444 5.621 -1.059 0.4 -0.1 0.0 -0.72
C -0.911 6.405 1.047 -0.7 -1.3 -0.9 -0.02
H -0.658 8.437 0.107 -0.6 -0.3 0.1 0.26
H 0.714 7.770 0.868 -0.3 0.0 0.4 0.30
H 1.491 7.252 -1.079 0.1 -0.5 0.2 0.44
H 0.010 7.459 -1.875 -0.3 -0.1 0.1 0.30
H 1.004 4.877 -0.635 -0.1 -0.3 -0.1 0.00
H 0.035 5.020 -2.138 0.4 0.2 -0.1 0.65
H -0.282 5.796 1.697 0.2 0.2 0.0 -0.43
H -1.822 6.601 1.610 0.0 0.4 -0.2 0.68
C 1.775 -5.008 1.895 0.2 -1.2 -0.9 -0.56
C 0.572 -5.644 2.628 -0.1 -0.1 -0.8 -0.63
C -0.736 -5.278 1.885 0.1 0.8 0.4 -0.83
S -0.271 -4.208 0.488 -0.7 0.5 1.4 0.73
O -1.198 -3.076 0.424 0.5 -1.5 -0.1 -0.36
O -0.083 -5.027 -0.684 0.1 0.2 0.1 -0.53
C 1.356 -3.720 1.209 -0.7 -0.3 -0.1 0.26
H 2.036 -5.726 1.110 0.1 0.1 -0.1 0.08
H 2.646 -4.994 2.546 0.0 0.7 0.0 0.50
H 0.565 -5.295 3.659 -0.3 -0.1 0.0 0.15
H 0.697 -6.724 2.578 0.1 0.0 0.4 0.36
H -1.348 -4.677 2.557 -0.1 0.2 -0.3 0.30
H -1.380 -6.062 1.494 0.4 -0.3 0.0 0.52
H 1.242 -2.923 1.945 -0.3 0.1 -0.2 -0.06
H 1.909 -3.378 0.335 0.5 -0.1 0.2 0.03
C -1.927 1.681 5.569 1.5 -0.2 0.1 -0.75
C -1.742 1.359 4.064 -0.5 -0.2 1.0 -0.17
C -1.714 2.659 3.280 -1.4 0.2 1.1 0.48
S -2.905 3.766 4.251 0.2 -1.0 -0.9 1.14
O -4.149 3.834 3.518 0.1 0.1 0.4 -0.71
O -2.250 5.003 4.639 0.0 -0.5 0.0 -0.66
C -3.085 2.647 5.699 -0.5 0.0 -0.8 -0.81
H -0.973 2.072 5.937 -0.1 0.3 0.1 0.09
H -2.052 0.732 6.090 -0.4 0.2 0.2 0.54
H -2.630 0.758 3.846 -0.1 0.2 -0.7 0.37
H -0.901 0.685 3.902 0.3 0.3 0.0 -0.06
H -2.175 2.494 2.313 0.3 0.6 -0.2 0.41
H -0.788 3.228 3.301 0.2 -0.4 -0.3 -0.64
H -3.999 2.070 5.547 -0.1 0.2 -0.3 0.31
H -3.266 3.271 6.571 0.6 -0.1 0.2 0.47
C 4.289 3.060 -5.201 0.0 -1.4 -0.7 -0.75
C 3.630 2.781 -3.845 -0.6 1.6 0.4 -0.39
C 3.944 1.374 -3.455 0.8 -1.7 0.0 -0.30
S 3.777 0.356 -4.944 0.5 2.1 -0.9 1.28
O 2.425 -0.146 -5.136 0.7 -0.3 0.6 -0.64
O 4.964 -0.459 -5.108 -0.7 -0.3 0.2 -0.71
C 3.882 1.836 -6.044 -0.7 -0.8 0.1 -0.97
H 5.380 3.059 -5.209 0.0 0.3 0.5 0.30
H 3.933 3.967 -5.685 0.0 0.1 0.2 0.37
H 2.570 3.037 -3.932 -0.2 -0.6 -0.1 0.20
H 3.946 3.486 -3.072 0.4 -0.2 0.0 0.42
H 3.480 0.791 -2.661 -0.4 0.7 0.2 -0.06
H 5.018 1.307 -3.261 0.0 0.0 0.0 0.33
H 2.829 1.863 -6.327 0.1 0.4 -0.3 0.37
H 4.492 1.550 -6.897 0.1 0.3 0.0 0.46
C -0.287 -0.670 0.351 -0.6 0.6 -0.1 0.98
C -0.232 -0.835 -1.181 0.0 0.8 0.6 -0.56
C 1.085 -0.214 -1.605 1.6 0.6 0.6 -0.66
S 1.314 1.331 -0.612 -1.8 -1.4 0.7 1.20
O 0.710 2.389 -1.402 0.5 0.3 0.3 -0.55
O 2.641 1.499 -0.031 -0.7 0.5 -1.3 -0.69
C 0.113 0.758 0.722 1.2 0.1 -0.2 0.61
H 0.298 -1.444 0.848 0.2 0.6 0.0 -0.75
H -1.308 -0.792 0.718 0.2 -0.2 -0.2 -0.68
H -1.071 -0.250 -1.562 0.0 -0.2 -0.4 0.22
H -0.314 -1.890 -1.430 0.0 0.2 -0.3 0.68
H 1.281 0.092 -2.632 -0.5 -0.1 -0.2 0.64
H 1.943 -0.823 -1.303 -0.1 -0.3 -0.1 0.01
H -0.695 1.486 0.753 -0.1 0.0 -0.3 0.19
H 0.618 0.722 1.687 0.2 0.5 -0.1 -0.62
```
Forces are in eV/Å.

Output
SMILES: COP(=O)(OC)OC.COP(=O)(OC)OC.COP(=O)(OC)OC.COP(=O)(OC)OC.O=S1(=O)CCCC1.O=S1(=O)CCCC1.O=S1(=O)CCCC1.O=S1(=O)CCCC1.O=S1(=O)CCCC1.O=S1(=O)CCCC1
HOMO-LUMO gap, eV: 10.1

***

Entry 2:
Formula: C43H74O20Si2
Source: OMol25
Level of theory: ωB97M-V/def2-TZVPD

```
139
Properties=species:S:1:pos:R:3:forces:R:3:mulliken_charge:R:1
C 4.624 4.761 -4.641 1.1 0.2 -0.2 -0.81
C 5.269 5.839 -3.617 -1.0 -0.6 -1.1 -0.29
O 4.162 6.494 -2.945 0.5 -0.6 1.2 -0.32
C 3.906 5.927 -1.641 0.7 -0.3 1.3 -0.40
C 2.918 6.796 -0.718 1.0 0.3 -0.4 -0.67
C 1.759 7.570 -1.517 -0.5 0.3 1.0 -0.50
C 0.343 6.820 -1.350 -0.7 1.1 0.3 -0.36
C -0.302 6.278 -2.716 0.2 0.7 0.3 -0.64
Si 0.729 4.960 -3.644 -0.9 -1.2 -0.4 0.32
C -0.353 4.411 -5.168 -0.3 0.2 -0.3 -0.27
C 0.275 4.860 -6.581 -2.0 -1.8 -0.6 -0.05
C -0.911 4.672 -7.689 -0.2 0.4 1.4 -0.99
O 1.294 3.876 -6.928 -0.3 0.5 0.2 -0.54
O 1.063 3.513 -2.748 -2.0 1.5 0.4 -0.62
Si -0.181 3.096 -1.617 1.0 -0.6 -0.6 0.60
C -1.951 3.040 -2.343 -1.7 -0.2 0.4 0.22
C -3.084 3.222 -1.176 -0.4 -0.5 -0.8 -0.67
O -2.510 3.482 0.126 -1.1 0.7 -0.5 0.13
C -3.480 3.993 1.066 -0.1 0.2 1.1 -0.62
C -4.059 2.819 2.034 -0.4 1.1 -1.8 -0.40
O -3.340 2.754 3.313 0.9 -2.6 -1.9 -0.47
C -2.450 1.619 3.187 3.0 -3.3 0.1 0.24
C -0.922 1.800 2.897 -1.7 -2.8 0.2 -0.60
C 0.051 0.578 2.711 -3.9 -0.1 0.7 -0.34
C -0.459 -0.910 2.825 -2.1 3.4 0.5 -0.55
C 0.535 -2.181 2.588 -1.1 1.4 -0.1 2.71
C -0.010 -3.343 3.550 -0.9 0.4 -0.6 -1.06
C 0.319 -2.576 1.014 -0.3 -0.9 1.3 -1.25
C 2.011 -1.648 2.922 0.0 -0.5 0.2 -1.78
C 3.122 -2.778 3.170 1.4 0.3 0.5 1.68
C 3.118 -3.374 4.691 0.8 -0.5 -0.8 -1.35
C 4.563 -2.018 3.040 -0.3 -0.6 0.7 -1.60
C 3.154 -3.958 2.087 -0.9 0.3 -0.5 -1.37
C -1.980 -1.069 3.139 0.9 3.2 -0.3 0.13
C -2.955 0.145 3.326 3.2 0.9 -0.8 -0.64
H 5.494 4.420 -5.320 -1.4 0.1 1.1 0.41
H 4.132 3.876 -4.106 0.8 1.3 -0.7 0.15
H 3.850 5.234 -5.333 1.1 -0.5 1.1 0.18
H 5.979 5.325 -2.865 -1.0 0.9 -1.2 0.30
H 5.803 6.659 -4.229 -0.7 -1.4 1.1 0.28
H 3.529 4.843 -1.658 0.4 1.4 -0.5 0.17
H 4.925 5.899 -1.089 -1.5 -0.1 -0.7 0.38
H 2.521 6.079 0.099 0.4 1.2 -1.4 0.24
H 3.573 7.557 -0.144 -1.1 -1.1 -1.0 0.36
H 1.993 7.782 -2.614 0.0 -0.6 1.5 0.30
H 1.660 8.607 -1.012 0.1 -1.7 -0.9 0.31
H -0.398 7.607 -0.932 1.1 -1.3 -0.6 0.36
H 0.463 6.040 -0.527 -0.4 0.8 -1.4 -0.02
H -1.373 5.887 -2.616 1.4 0.6 0.2 0.38
H -0.368 7.194 -3.427 0.1 -1.5 1.0 0.46
H 1.978 5.553 -4.133 0.1 -0.1 0.1 -0.27
H -1.445 4.788 -5.070 1.8 -0.4 -0.1 0.35
H -0.429 3.262 -5.165 0.1 1.6 -0.1 0.12
H 0.700 5.922 -6.593 -0.3 -1.7 0.0 0.33
H -1.107 3.540 -7.816 0.4 1.8 0.0 0.20
H -1.866 5.079 -7.178 1.4 -0.4 -1.3 0.29
H -0.680 5.188 -8.679 -0.4 -0.8 1.3 0.30
H 0.836 3.012 -7.051 0.4 1.1 0.2 0.38
H 0.122 1.714 -1.167 0.0 0.0 -0.1 -0.33
H -0.037 3.929 -0.416 0.0 0.2 -0.2 -0.21
H -2.165 2.000 -2.802 0.6 1.7 0.5 -0.18
H -2.189 3.838 -3.123 0.5 -1.2 0.9 0.05
H -3.784 4.079 -1.503 1.0 -1.2 0.7 0.28
H -3.704 2.251 -1.098 0.8 1.5 -0.3 0.21
H -2.970 4.800 1.720 -0.7 -1.4 -1.0 0.27
H -4.337 4.533 0.525 1.1 -0.9 0.6 0.40
H -3.920 1.840 1.438 -0.5 1.5 1.1 0.32
H -5.177 3.066 2.173 1.7 -0.6 0.3 0.28
H -0.562 2.882 2.795 -0.4 -1.9 0.1 0.26
H 1.129 0.851 2.472 -1.7 -0.6 0.4 0.24
H -0.963 -3.763 3.048 1.5 0.5 0.8 0.06
H -0.369 -2.853 4.524 0.9 -1.0 -1.2 0.29
H 0.697 -4.222 3.699 -0.9 1.4 -0.1 0.13
H 1.208 -2.226 0.394 -1.4 -0.5 0.6 0.27
H 0.178 -3.726 0.997 0.5 1.8 -0.4 0.26
H -0.686 -2.140 0.697 1.6 -0.5 0.1 0.36
H 1.935 -1.015 3.878 0.2 -0.9 -1.3 0.45
H 2.388 -0.938 2.089 -0.7 -1.2 1.2 0.36
H 2.764 -2.615 5.465 0.3 -1.1 -1.1 0.25
H 2.563 -4.380 4.752 0.6 1.7 0.1 0.34
H 4.222 -3.619 4.928 -1.7 0.3 -0.2 0.38
H 4.706 -1.331 3.963 -0.3 -0.8 -1.6 0.29
H 5.392 -2.806 3.119 -1.1 1.2 -0.3 0.41
H 4.648 -1.452 2.052 -0.1 -0.7 1.4 0.36
H 3.077 -3.451 1.048 0.4 -1.0 1.5 0.26
H 4.088 -4.623 2.157 -1.3 1.2 0.0 0.37
H 2.244 -4.665 2.139 1.3 1.2 0.1 0.24
H -2.438 -2.107 3.238 0.8 1.6 -0.2 0.18
H -4.068 -0.027 3.532 1.9 0.2 -0.3 0.31
C -4.715 -6.681 3.609 -0.6 -0.5 0.3 -0.19
C -3.731 -5.885 4.408 0.3 0.5 0.6 -0.14
O -2.625 -5.756 3.520 -0.2 -0.1 -0.9 -0.31
C -3.108 -5.902 2.257 0.5 0.2 -0.8 0.64
O -2.474 -5.685 1.261 -0.5 -0.1 0.7 -0.55
O -4.402 -6.324 2.267 0.7 0.3 -0.1 -0.35
H -5.749 -6.428 3.847 0.1 0.0 -0.2 0.33
H -4.578 -7.759 3.729 0.0 0.1 0.0 0.19
H -4.103 -4.885 4.655 0.0 0.0 -0.1 0.18
H -3.436 -6.386 5.321 0.3 0.4 -0.5 0.23
C 7.911 0.845 4.051 0.0 0.8 -0.4 -0.33
C 7.775 0.435 5.486 -0.1 0.5 0.7 -0.33
O 7.500 -0.956 5.397 0.1 -0.2 -0.5 -0.32
C 7.993 -1.387 4.203 0.1 -1.1 -0.3 0.71
O 8.078 -2.537 3.882 -0.1 1.0 0.3 -0.54
O 8.377 -0.340 3.421 -0.1 -0.4 0.4 -0.32
H 8.621 1.662 3.916 0.0 -0.2 -0.1 0.30
H 6.953 1.129 3.604 0.0 0.0 0.0 0.27
H 8.701 0.577 6.051 0.0 0.0 -0.1 0.30
H 6.965 0.960 5.995 0.0 -0.2 0.0 0.28
C -3.712 -0.028 -5.497 0.8 -0.5 -0.4 0.07
C -4.972 -0.489 -4.834 -0.3 -0.9 0.1 -0.33
O -5.502 0.711 -4.286 0.2 0.6 -0.2 -0.36
C -4.991 1.744 -5.010 -0.3 1.0 0.0 0.59
O -5.359 2.881 -4.921 0.3 -0.9 0.0 -0.55
O -4.007 1.318 -5.849 -0.5 0.3 0.4 -0.35
H -3.468 -0.616 -6.381 -0.1 0.3 0.1 0.13
H -2.854 -0.036 -4.817 -0.1 0.0 0.0 0.21
H -5.693 -0.902 -5.546 0.1 0.0 0.0 0.26
H -4.786 -1.225 -4.051 -0.1 0.2 0.0 0.32
C -1.278 -4.213 -5.844 0.5 -0.3 0.7 -0.32
C -1.183 -4.702 -7.258 0.6 -0.5 -0.4 -0.33
O -2.420 -4.290 -7.824 -0.3 0.5 0.4 -0.33
C -2.869 -3.241 -7.084 -0.7 0.4 -0.4 0.64
O -3.801 -2.549 -7.386 0.7 -0.6 0.2 -0.53
O -2.125 -3.077 -5.956 -0.4 0.1 -0.5 -0.24
H -0.307 -3.935 -5.432 -0.2 0.1 0.0 0.29
H -1.751 -4.942 -5.180 0.0 0.1 -0.1 0.27
H -0.366 -4.228 -7.810 -0.1 0.0 0.0 0.26
H -1.069 -5.785 -7.317 -0.2 0.1 -0.1 0.29
C -3.625 -9.532 8.708 0.0 -0.3 0.8 -0.34
C -2.955 -10.110 7.499 0.6 -0.7 0.0 -0.30
O -3.636 -9.478 6.424 -0.4 0.7 0.1 -0.29
C -4.157 -8.318 6.906 -0.5 0.5 -0.3 0.61
O -4.650 -7.463 6.222 -0.1 -1.3 1.3 -0.55
O -4.045 -8.251 8.259 0.0 0.1 -0.8 -0.31
H -2.947 -9.443 9.558 -0.1 0.2 -0.1 0.29
H -4.504 -10.106 9.014 0.0 0.1 -0.1 0.28
H -1.893 -9.852 7.445 -0.1 0.0 0.0 0.27
H -3.059 -11.194 7.442 -0.1 0.2 -0.2 0.28
```
Forces are in eV/Å.

Output
HOMO-LUMO gap, eV: 8.3

***

Entry 3:
Formula: C6H12NO3S
Source: OMol25
Level of theory: ωB97M-V/def2-TZVPD

```
23
Properties=species:S:1:pos:R:3:forces:R:3:nbo_charge:R:1
C 0.011 0.668 0.093 -1.1 3.6 -3.6 0.66
C -0.956 2.583 0.988 2.2 -0.5 0.7 -0.06
C -0.296 1.258 1.432 -0.4 -0.1 -0.6 -0.35
C -1.265 0.328 2.162 0.2 -0.1 -0.2 -0.60
C -0.502 1.129 -2.273 -2.8 1.7 -2.7 -0.44
C -0.227 -3.531 -0.665 -2.2 0.7 -3.4 -1.02
N -0.481 1.511 -0.957 3.1 -6.6 6.9 -0.06
O 0.559 -0.312 -0.343 1.7 -4.3 0.6 -0.67
O 2.044 -2.373 -1.127 -0.1 -0.5 0.0 -0.66
O -0.905 2.595 -0.433 -2.8 6.4 -0.2 -0.32
S 1.124 -2.660 -0.066 1.1 0.9 0.9 1.53
H -1.907 2.732 1.410 -1.8 -0.2 -0.2 0.20
H -0.407 3.418 1.441 0.3 0.1 -0.9 0.21
H 0.482 1.495 2.149 0.8 -0.3 -0.6 0.27
H -0.812 -0.047 3.072 -0.5 0.6 0.6 0.24
H -1.578 -0.585 1.679 0.0 -0.1 -0.8 0.21
H -2.099 0.998 2.157 -1.1 -0.5 1.5 0.23
H -1.551 0.887 -2.608 0.7 0.0 0.3 0.21
H 0.110 0.297 -2.512 0.9 -0.3 0.2 0.25
H -0.275 2.045 -2.805 0.5 -0.1 -0.8 0.24
H -1.112 -2.951 -0.366 0.0 -0.5 1.0 0.30
H -0.308 -3.190 -1.745 0.6 -0.6 0.7 0.30
H -0.413 -4.635 -0.722 0.7 0.9 0.9 0.34
```
Forces are in eV/Å.

Output
Net charge: +1
HOMO-LUMO gap (spin up / spin down), eV: 4.9 / 4.9